{"formula": "C4H2BrOS", "method": "ωB97M-V/def2-TZVPD", "charge": -1, "relative_energy_kcal_mol": 91.23, "lumo_ha": [0.1259, 0.1259], "gap_ha": [0.2408, 0.2408], "e_homo_ev": [-3.1275, -3.1266], "species": ["C", "C", "C", "C", "O", "S", "Br", "H", "H"], "positions_angstrom": [[-0.9162, 0.9528, -0.5976], [0.4296, -0.9440, -0.5769], [-0.5649, 1.3299, 0.6035], [0.4559, -0.9861, 0.7111], [-0.4205, -0.1372, -1.2390], [-0.4026, 2.1143, 1.9937], [1.7953, -2.0957, 1.5782], [-1.3513, 1.4594, -1.3489], [0.9747, -1.6933, -1.1240]], "nbo_charge": [-0.08, -0.10, -0.12, -0.34, -0.49, -0.10, -0.12, 0.19, 0.16]}